1.
The following is a quantum chemistry calculation of a single C5H5ClN2 molecule, from OMol25.

CARTESIAN COORDINATES (ANGSTROEM)
Cl 1.919 1.573 -2.909
N 0.477 1.593 -0.804
N 0.053 -0.497 -0.197
C 1.213 0.745 -1.617
C -0.673 -1.007 0.971
C -0.963 0.540 1.366
C 0.879 -0.555 -1.308
C -0.144 0.822 0.039
H -1.976 0.785 1.465
H 1.282 -1.468 -1.683
H -0.460 0.741 2.317
H -1.596 -1.636 0.806
H -0.012 -1.636 1.555

The SMILES is Clc1cn2c(n1)CC2. The relative energy (zero: lowest compared OMol25 entry of this formula, charge and spin) comes out at 1.3993 eV. For the total energy, the calculation gives -20766.6776 eV. The spin multiplicity is 1. For the LUMO energy, the calculation gives 0.74 eV. The calculation puts the HOMO energy at -8.6371 eV. The calculation puts the HOMO-LUMO gap at 9.4 eV.


2.
The following is a quantum chemistry calculation of a 2-piece molecular cluster, C5H5ClN2O overall, from OMol25.

CARTESIAN COORDINATES (ANGSTROEM)
Cl 0.613 2.949 1.589
O 2.841 3.895 0.625
N 0.951 0.288 0.115
N 2.211 0.589 -0.140
C -1.252 -0.051 -0.145
C 2.115 3.011 0.824
C -0.871 -0.489 1.112
C 0.517 -0.292 1.193
C -0.082 0.461 -0.757
H -1.607 -0.597 1.942
H 2.336 1.018 -1.029
H 1.135 -0.503 1.948
H -2.176 -0.217 -0.722
H 0.254 0.764 -1.780

The relative energy (zero: lowest compared OMol25 entry of this formula, charge and spin) comes out at 3.6778 eV. For the total energy, the calculation gives -22811.3762 eV. The spin multiplicity is 1. For the LUMO energy (spin up / spin down), the calculation gives -0.76 / -0.85 eV. The calculation puts the HOMO energy (spin up / spin down) at -8.5315 / -8.5203 eV. The calculation puts the HOMO-LUMO gap (spin up / spin down) at 7.8 / 7.7 eV.


3.
The following is a quantum chemistry calculation of a single C5H5ClO molecule, from OMol25.

CARTESIAN COORDINATES (ANGSTROEM)
Cl -5.315 -0.120 -0.017
O 0.045 -2.178 0.363
C 0.998 0.085 -0.148
C -2.624 -0.026 -0.098
C -0.189 -0.834 0.054
C -1.413 -0.323 -0.012
C -3.774 0.636 -0.164
H 0.935 0.890 0.625
H 1.935 -0.497 -0.113
H 0.909 -2.562 -0.070
H 0.879 0.637 -1.077
H -3.735 1.651 -0.378

The SMILES is CC(O)=C=C=CCl. The relative energy (zero: lowest compared OMol25 entry of this formula, charge and spin) comes out at 2.3437 eV. For the total energy, the calculation gives -19832.6694 eV. The spin multiplicity is 1. For the LUMO energy, the calculation gives 0.47 eV. The calculation puts the HOMO energy at -8.0331 eV. The calculation puts the HOMO-LUMO gap at 8.5 eV.


4.
The following is a quantum chemistry calculation of a single C5H5ClO molecule, from OMol25.

CARTESIAN COORDINATES (ANGSTROEM)
Cl 2.825 -0.116 -0.095
O 0.450 2.061 -0.384
C 0.154 0.877 0.261
C 0.488 -1.433 -0.087
C -1.146 0.102 -0.080
C 1.130 -0.260 0.049
C -0.935 -1.208 -0.187
H 0.114 1.074 1.330
H 0.985 -2.339 -0.297
H -1.719 -2.032 -0.386
H -2.136 0.568 -0.004
H -0.211 2.704 -0.122

The SMILES is O[C@H]1C=CC=C1Cl. The relative energy (zero: lowest compared OMol25 entry of this formula, charge and spin) comes out at 0.7441 eV. For the total energy, the calculation gives -19834.2690 eV. The spin multiplicity is 1. For the LUMO energy, the calculation gives 0.43 eV. The calculation puts the HOMO energy at -8.5094 eV. The calculation puts the HOMO-LUMO gap at 8.9 eV.